Entry 1:
A single C4H2FNO molecule, computed with the ωB97M-V functional and the def2-TZVPD basis.

```
9
Properties=species:S:1:pos:R:3:mulliken_charge:R:1
N -2.290 -1.580 -0.015 -0.382
C -1.384 -0.855 0.057 0.105
C -0.162 -0.062 0.021 0.155
C 1.197 -0.736 -0.008 -0.013
O 2.274 -0.112 0.017 -0.493
C -0.196 1.288 0.000 0.014
F -1.331 1.957 0.000 -0.203
H 1.235 -1.847 -0.073 0.380
H 0.656 1.947 0.000 0.436
```

Output
LUMO (Eh): -0.034
Spin multiplicity: 1
Gap between HOMO and LUMO (eV): 9.95
SMILES: N#C/C(C=O)=C\F
Calculated total energy (eV): -10433.6649

Entry 2:
2 unconnected molecules or ions with the total composition CH5INO, computed with the ωB97M-V functional and the def2-TZVPD basis.

```
9
Properties=species:S:1:pos:R:3:mulliken_charge:R:1
C -0.518 -0.224 0.137 -0.039
N 0.304 0.842 -0.613 -0.344
O -0.005 -1.424 -0.068 -0.425
I -2.555 0.160 0.021 0.245
H 1.237 -0.240 2.349 0.049
H 0.157 1.044 -1.587 0.327
H 1.218 0.374 -0.692 0.348
H 0.254 1.699 0.035 0.441
H -0.093 -2.230 0.418 0.397
```

Output
LUMO (spin up / spin down) (Eh): -0.195 / -0.158
Net charge: +1
Spin multiplicity: 1
Gap between HOMO and LUMO (spin up / spin down) (eV): 9.26 / 8.88
Calculated total energy (eV): -12744.0464

Entry 3:
A molecular structure, C37H60N3O2PtS, computed with the ωB97M-V functional and the def2-TZVPD basis.

```
104
Properties=species:S:1:pos:R:3:mulliken_charge:R:1
Pt -0.947 -0.458 0.245 1.012
C 3.798 -2.577 -4.260 -1.343
C 2.441 -3.172 -4.702 1.895
C 1.901 -2.370 -5.907 -1.547
C 2.640 -4.629 -5.119 -2.188
C 1.496 -3.025 -3.536 -1.057
C 1.171 -1.695 -3.096 0.057
C 0.464 -1.495 -1.930 -0.020
N 0.148 -0.277 -1.370 -0.856
C 0.597 1.013 -1.556 -0.302
C 1.657 1.424 -2.338 -0.070
C 1.979 2.820 -2.456 -1.321
C 1.136 3.735 -1.844 -0.554
C 0.070 3.392 -1.006 -0.027
C -0.102 1.980 -0.736 1.623
O -0.876 1.556 0.206 -0.781
C -0.885 4.430 -0.462 2.102
C -0.487 5.844 -0.884 -2.141
C -2.273 4.101 -1.064 -1.570
C -0.963 4.401 1.082 -1.618
C 3.194 3.284 -3.227 1.670
C 4.012 2.116 -3.785 -1.972
C 2.729 4.179 -4.397 -1.597
C 4.083 4.109 -2.273 -1.594
C -0.100 -2.628 -1.230 1.217
O -0.881 -2.402 -0.216 -1.195
C 0.147 -3.974 -1.707 -0.528
C 0.950 -4.096 -2.851 -0.103
C -0.471 -5.190 -1.051 2.079
C 0.036 -6.494 -1.678 -2.144
C -2.000 -5.095 -1.301 -1.510
C -0.180 -5.252 0.463 -1.565
H 4.499 -2.645 -5.093 0.463
H 4.218 -3.128 -3.415 0.378
H 3.715 -1.521 -3.979 0.201
H 2.560 -2.539 -6.759 0.484
H 1.882 -1.292 -5.725 0.263
H 0.897 -2.695 -6.188 0.388
H 3.345 -4.663 -5.948 0.433
H 1.708 -5.087 -5.461 0.461
H 3.063 -5.235 -4.314 0.429
H 1.435 -0.860 -3.727 1.002
H 2.284 0.702 -2.839 0.961
H 1.332 4.784 -2.006 0.613
H -0.470 5.965 -1.970 0.452
H 0.482 6.139 -0.474 0.438
H -1.230 6.540 -0.497 0.455
H -2.270 4.208 -2.152 0.402
H -3.000 4.806 -0.657 0.445
H -2.603 3.092 -0.810 0.278
H 0.016 4.583 1.531 0.399
H -1.359 3.465 1.466 0.221
H -1.632 5.203 1.398 0.533
H 3.455 1.543 -4.536 0.365
H 4.362 1.441 -2.996 0.462
H 4.898 2.512 -4.281 0.514
H 2.070 3.636 -5.078 0.382
H 3.606 4.502 -4.959 0.475
H 2.208 5.072 -4.050 0.362
H 4.418 3.510 -1.423 0.380
H 3.570 4.994 -1.894 0.376
H 4.966 4.444 -2.819 0.464
H 1.154 -5.085 -3.224 0.829
H -0.276 -6.607 -2.719 0.431
H -0.389 -7.331 -1.126 0.450
H 1.124 -6.582 -1.618 0.491
H -2.227 -5.069 -2.369 0.386
H -2.440 -4.218 -0.825 0.274
H -2.472 -5.984 -0.880 0.465
H 0.892 -5.347 0.651 0.387
H -0.669 -6.141 0.861 0.502
H -0.560 -4.391 1.008 0.216
C -5.723 -2.339 6.498 -1.330
C -5.416 -1.405 5.328 -0.322
C -4.486 -0.265 5.733 -0.208
C -4.244 0.737 4.608 -1.295
N -3.431 0.168 3.504 0.026
C -2.138 -0.052 3.577 0.385
S -1.431 -1.159 2.372 -0.132
N -1.371 0.396 4.532 0.153
C 0.100 0.225 4.615 -0.745
C 0.619 0.926 5.860 -1.123
C 0.399 2.440 5.863 -0.272
C 1.133 3.168 4.739 -0.874
H -6.361 -3.166 6.186 0.380
H -6.240 -1.804 7.294 0.340
H -4.808 -2.759 6.923 0.335
H -6.347 -0.985 4.936 0.314
H -4.967 -1.984 4.510 0.239
H -3.530 -0.675 6.079 0.271
H -4.912 0.283 6.576 0.456
H -3.756 1.648 4.963 0.339
H -5.184 1.044 4.155 0.534
H -3.929 -0.257 2.735 0.320
H -1.800 0.954 5.261 0.197
H 0.553 0.649 3.717 0.417
H 0.333 -0.839 4.655 0.548
H 1.687 0.712 5.920 0.421
H 0.162 0.470 6.742 0.343
H 0.739 2.819 6.827 0.396
H -0.671 2.685 5.822 0.248
H 2.205 2.961 4.778 0.327
H 1.000 4.246 4.828 0.399
H 0.769 2.878 3.747 -0.047
```

Output
LUMO (spin up / spin down) (Eh): -0.317 / -0.445
Net charge: +3
Spin multiplicity: 5
Gap between HOMO and LUMO (spin up / spin down) (eV): 7.64 / 5.26
⟨S²⟩: 6.039
Calculated total energy (eV): -61963.6086

Entry 4:
A molecular structure, C45H39N5O3PbS4, computed with the ωB97M-V functional and the def2-TZVPD basis.

```
97
Properties=species:S:1:pos:R:3:mulliken_charge:R:1
Pb 1.241 2.204 0.849 1.469
N 3.717 2.717 4.724 -0.476
C 2.839 2.822 3.693 0.568
S 3.528 2.509 2.115 -0.639
N 1.636 3.196 3.960 -1.260
N 0.746 3.320 2.941 1.014
C -0.409 3.794 3.259 -0.864
C -1.506 4.007 2.362 0.944
C -2.788 4.115 2.915 -0.793
C -3.904 4.341 2.143 -0.803
C -3.753 4.520 0.769 -0.524
C -2.508 4.440 0.196 -0.365
C -1.356 4.143 0.952 0.139
O -0.217 4.036 0.331 -0.986
H 4.556 2.188 4.547 0.226
H 3.311 2.657 5.645 0.252
H -0.574 4.062 4.305 0.351
H -2.900 3.982 3.984 0.393
H -4.886 4.371 2.591 0.407
H -4.621 4.705 0.150 0.398
H -2.382 4.561 -0.872 0.499
C -5.681 -3.854 2.742 -1.566
C -4.420 -3.093 2.461 1.072
C -4.458 -1.763 2.055 -1.011
C -3.291 -1.060 1.812 -0.503
C -2.072 -1.691 1.968 0.152
C -2.009 -3.009 2.389 -0.129
C -3.180 -3.703 2.636 -0.857
S -0.503 -0.852 1.592 0.822
O -0.623 0.541 2.071 -0.514
C -0.887 -0.746 -0.178 1.055
C -1.578 0.350 -0.711 -0.931
C -1.849 0.387 -2.052 -0.990
C -1.394 -0.637 -2.914 0.891
C -1.617 -0.605 -4.307 -1.172
C -1.098 -1.571 -5.124 -0.664
C -0.333 -2.618 -4.588 -1.001
C -0.122 -2.698 -3.241 -0.741
C -0.658 -1.724 -2.374 0.929
C -0.449 -1.771 -0.974 -0.610
C 0.268 -2.889 -0.347 -0.203
C -0.332 -4.170 -0.231 1.220
C -1.654 -4.418 -0.658 -0.648
C -2.215 -5.654 -0.501 -0.891
C -1.485 -6.697 0.090 -0.702
C -0.206 -6.484 0.523 -0.970
C 0.403 -5.218 0.386 0.847
C 1.702 -4.950 0.873 -1.298
C 2.234 -3.694 0.793 -1.093
C 1.514 -2.664 0.179 0.090
S 2.169 -0.955 0.302 0.961
O 3.427 -1.118 1.028 -0.856
C 2.624 -0.735 -1.446 0.579
C 1.848 0.069 -2.260 -0.202
C 2.224 0.271 -3.577 -1.238
C 3.393 -0.292 -4.073 0.784
C 3.806 -0.083 -5.498 -1.698
C 4.191 -1.048 -3.218 -0.899
C 3.809 -1.275 -1.910 -0.536
H -6.557 -3.298 2.416 0.358
H -5.776 -4.039 3.812 0.326
H -5.676 -4.821 2.242 0.349
H -5.410 -1.269 1.931 0.372
H -3.322 -0.022 1.522 0.489
H -1.046 -3.478 2.534 0.540
H -3.128 -4.728 2.978 0.421
H -1.879 1.147 -0.048 0.629
H -2.397 1.219 -2.472 0.451
H -2.196 0.209 -4.719 0.475
H -1.270 -1.535 -6.191 0.423
H 0.086 -3.364 -5.249 0.447
H 0.471 -3.496 -2.819 0.633
H -2.221 -3.612 -1.100 0.547
H -3.228 -5.837 -0.827 0.467
H -1.943 -7.669 0.207 0.409
H 0.358 -7.283 0.983 0.449
H 2.253 -5.755 1.337 0.409
H 3.200 -3.451 1.207 0.720
H 0.967 0.559 -1.874 0.970
H 1.610 0.889 -4.215 0.416
H 3.123 0.591 -6.008 0.355
H 3.815 -1.035 -6.027 0.335
H 4.810 0.334 -5.549 0.400
H 5.129 -1.447 -3.579 0.414
H 4.429 -1.840 -1.231 0.551
S 2.519 3.376 -1.346 -0.304
C 2.735 4.748 -0.395 -0.337
N 1.793 5.663 -0.161 0.035
C 2.276 6.647 0.794 -0.463
C 3.706 6.167 1.124 -0.408
N 3.904 5.097 0.161 -0.066
H 0.820 5.315 -0.141 0.341
H 1.635 6.681 1.677 0.263
H 2.283 7.635 0.324 0.320
H 3.781 5.781 2.147 0.189
H 4.455 6.949 0.983 0.302
H 4.623 4.404 0.295 0.340
```

Output
LUMO (Eh): -0.003
Spin multiplicity: 1
Gap between HOMO and LUMO (eV): 6.81
Calculated total energy (eV): -109481.2241

Entry 5:
A single C3H4N2OS2 molecule, computed with the ωB97M-V functional and the def2-TZVPD basis.

```
12
Properties=species:S:1:pos:R:3:mulliken_charge:R:1
H -2.591 1.327 -0.150 0.240
N -1.644 1.685 0.026 -0.709
C -0.705 0.819 -0.154 0.465
C 0.736 1.046 0.014 -0.418
C 1.327 -0.154 -0.048 0.246
S 3.026 -0.592 0.104 -0.216
O 0.488 -1.164 -0.299 -0.309
N -0.800 -0.533 -0.473 0.112
S -2.048 -1.510 0.081 -0.120
H 1.193 1.982 0.270 0.407
H 2.935 -1.557 -0.780 0.150
H -1.917 -1.349 1.410 0.153
```

Output
LUMO (Eh): 0.018
Spin multiplicity: 1
Gap between HOMO and LUMO (eV): 9.32
SMILES: [H]/N=c1/cc(S)on1S
Calculated total energy (eV): -29871.2569

Entry 6:
A molecular structure, C10H21InO10, computed with the ωB97M-V functional and the def2-TZVPD basis.

```
42
Properties=species:S:1:pos:R:3:mulliken_charge:R:1
In -1.491 -1.513 -1.220 1.159
C -4.516 -0.262 -0.174 -0.924
O -3.222 -0.452 -0.718 -0.452
H -5.036 -1.150 0.186 0.386
H -4.799 0.447 0.603 0.361
H -5.300 -0.172 -0.925 0.389
C 2.112 0.627 1.843 -0.772
O 0.969 0.103 1.089 -0.091
C 0.733 -1.225 0.782 1.052
O -0.153 -1.685 0.086 -0.525
O 1.629 -1.911 1.368 -0.342
C 1.889 -3.282 0.942 -0.899
H 3.050 0.189 1.502 0.361
H 2.015 0.363 2.896 0.335
H 2.079 1.709 1.716 0.280
H 1.056 -3.692 0.370 0.309
H 1.910 -4.021 1.743 0.387
H 2.701 -3.314 0.215 0.362
C 1.793 1.880 -0.967 -0.262
O 2.320 0.668 -1.467 -0.275
C 1.469 -0.412 -1.677 0.828
O 0.255 -0.522 -1.809 -0.550
O 2.396 -1.298 -2.020 -0.315
C 2.055 -2.590 -2.446 -0.694
H 2.436 2.746 -1.124 0.300
H 1.607 1.711 0.093 -0.348
H 0.790 1.975 -1.384 0.675
H 2.942 -2.884 -3.007 0.294
H 1.334 -2.653 -3.261 0.312
H 1.788 -3.300 -1.663 0.229
C -0.014 3.431 0.329 -0.850
O 0.021 2.059 -0.140 -0.059
C -0.952 1.192 0.222 0.796
O -0.970 0.044 -0.141 -0.146
O -1.816 1.779 1.045 -0.443
C -3.065 1.125 1.362 -1.172
H 1.011 3.755 0.150 0.363
H -0.135 3.487 1.411 0.370
H -0.679 4.070 -0.251 0.285
H -3.556 1.732 2.122 0.431
H -2.875 0.136 1.778 0.387
H -3.782 1.111 0.540 0.465
```

Output
LUMO (Eh): -0.379
Net charge: +2
Spin multiplicity: 1
Gap between HOMO and LUMO (eV): 5.97
Calculated total energy (eV): -36329.7264

Entry 7:
A single C2H4N2O2S molecule, computed with the ωB97M-V functional and the def2-TZVPD basis.

```
11
Properties=species:S:1:pos:R:3:mulliken_charge:R:1
S 2.775 0.337 0.004 -0.214
N 1.528 -0.789 -0.116 -0.374
C 0.394 -0.268 -0.082 0.591
N -0.037 0.996 0.113 -0.224
O -1.466 1.089 -0.125 -0.255
C -1.799 -0.229 0.103 -0.076
O -0.734 -1.067 -0.102 -0.330
H 3.889 -0.725 0.170 0.183
H 0.262 1.727 -0.480 0.280
H -2.179 -0.590 1.117 0.231
H -2.632 -0.481 -0.602 0.189
```

Output
LUMO (Eh): 0.021
Spin multiplicity: 1
Gap between HOMO and LUMO (eV): 9.12
SMILES: S/N=C1\NOCO1
Calculated total energy (eV): -20045.5986

The records above give, respectively, relative energy (zero: lowest compared OMol25 entry of this formula, charge and spin) values of 8.7 461.1 0.0 32.1 278.5 783.2 374.8 kJ/mol.